[1]
Entry from OMol25: a molecular structure, C38H39F2FeN7O (ωB97M-V/def2-TZVPD).

ΔE to the lowest compared entry with this formula, charge and spin ... 10.7 kcal/mol
E ... -92340.2485 eV
Largest force on an atom ... 0.5 eV/Å
Charge ... -2
Kohn-Sham gap (spin up / spin down) ... 5.0 / 5.0 eV
Multiplicity ... 5

```
88
Properties=species:S:1:pos:R:3:forces:R:3:mulliken_spin:R:1
Fe -0.225 0.182 0.985 0.5 0.1 0.1 3.891
F 4.972 1.894 0.114 0.0 0.0 0.0 0.001
C 4.152 0.798 0.044 0.0 0.1 0.0 -0.008
C 2.821 0.920 0.367 -0.1 -0.1 0.0 -0.140
C 1.947 -0.182 0.328 -0.2 -0.5 0.2 0.245
C 2.524 -1.407 -0.103 0.0 0.0 0.0 -0.207
C 3.875 -1.470 -0.418 0.0 0.0 -0.1 0.021
F 4.436 -2.646 -0.867 0.0 0.0 0.0 0.001
C 4.731 -0.391 -0.358 0.0 0.0 0.0 -0.004
C 1.707 -2.650 -0.174 0.0 -0.1 0.1 -0.028
C 2.155 -3.860 0.373 0.0 0.1 0.1 -0.003
C 1.331 -4.967 0.335 0.0 0.0 0.0 0.000
C 0.068 -4.850 -0.229 0.1 0.0 0.0 0.001
C -0.302 -3.614 -0.731 0.1 -0.1 -0.1 0.010
N 0.498 -2.550 -0.727 0.3 0.0 -0.4 0.022
H 2.439 1.882 0.676 0.0 0.1 0.0 0.027
H 5.778 -0.474 -0.612 0.0 0.0 0.0 -0.001
H 3.121 -3.904 0.855 0.0 0.0 0.0 0.000
H 1.657 -5.904 0.772 0.0 0.0 0.0 0.000
H -0.625 -5.680 -0.258 0.0 0.0 0.0 0.000
H -1.303 -3.454 -1.126 0.1 0.0 0.0 -0.001
O 0.224 2.302 1.042 -0.4 -0.3 0.2 0.042
C -0.132 3.508 0.901 0.1 0.0 -0.1 0.002
C 0.878 4.531 0.930 0.0 0.0 0.0 0.003
C 0.600 5.865 0.791 0.0 0.0 0.0 0.000
C -0.715 6.307 0.602 0.0 0.0 0.0 0.003
C -1.714 5.354 0.562 0.0 0.0 0.0 -0.002
C -1.477 3.982 0.702 0.1 -0.1 0.0 -0.004
C -2.612 3.058 0.666 0.0 0.0 0.1 0.006
N -2.616 1.741 0.603 0.0 0.0 0.1 0.017
C -3.938 1.354 0.643 0.2 -0.1 0.0 -0.001
C -4.749 2.438 0.722 0.0 0.1 0.0 0.000
N -3.898 3.522 0.737 -0.1 0.0 0.0 0.001
H 1.896 4.193 1.076 0.0 0.0 0.0 0.001
H 1.410 6.587 0.826 0.0 0.0 0.0 0.000
H -0.946 7.359 0.488 0.0 0.0 0.0 0.000
H -2.726 5.709 0.392 0.0 0.0 0.0 0.000
H -4.214 0.313 0.621 0.1 -0.1 0.0 0.002
H -5.819 2.543 0.780 0.0 0.0 0.0 0.000
H -4.166 4.482 0.827 0.0 0.0 0.0 -0.001
C -2.030 1.192 3.956 0.0 0.0 -0.2 0.003
C -0.742 0.498 4.244 0.1 -0.1 0.0 0.008
C -0.265 0.220 5.511 0.0 0.0 0.0 0.005
C 0.969 -0.448 5.325 0.0 0.0 0.0 0.003
C 1.162 -0.529 3.958 0.0 0.0 -0.1 0.010
C 2.354 -1.173 3.324 0.0 0.0 -0.1 0.009
N 0.117 0.047 3.272 -0.1 0.0 0.0 0.028
H -2.527 1.432 4.900 0.0 0.0 0.0 -0.001
H -2.704 0.568 3.368 -0.1 0.0 -0.1 0.002
H -1.876 2.121 3.404 0.0 0.1 -0.1 0.002
H -0.758 0.464 6.444 0.0 0.0 0.0 0.000
H 1.643 -0.828 6.083 0.0 0.0 0.0 0.000
H 2.951 -1.653 4.105 0.0 0.0 0.0 0.000
H 2.989 -0.459 2.798 0.0 0.0 -0.1 -0.001
H 2.071 -1.940 2.602 0.0 0.0 -0.1 -0.008
N -0.088 0.745 -1.324 -0.5 0.2 -0.2 -0.005
C 0.022 0.538 -2.452 0.5 -0.1 0.1 0.014
N 0.244 0.209 -3.720 -0.2 0.0 0.0 0.001
C 0.723 -1.142 -4.009 0.1 -0.1 0.0 0.000
C 2.145 -1.103 -4.555 0.0 0.1 0.0 0.000
C 2.290 -0.068 -5.698 0.0 0.0 0.0 0.000
C 0.975 0.660 -5.988 0.1 0.0 0.0 0.000
C 0.415 1.269 -4.712 0.0 0.0 0.0 0.001
H 0.045 -1.623 -4.722 0.0 0.0 0.0 0.000
H 0.680 -1.707 -3.079 0.0 0.0 0.1 -0.001
H 2.412 -2.105 -4.897 0.0 0.0 0.0 0.000
H 2.820 -0.854 -3.735 0.0 0.0 0.0 0.000
H 2.656 -0.547 -6.609 0.0 0.0 0.0 0.000
H 3.034 0.681 -5.419 0.0 0.0 0.0 0.000
H 0.244 -0.027 -6.422 0.0 0.0 0.0 0.000
H 1.134 1.459 -6.716 0.0 0.0 0.0 0.000
H -0.541 1.769 -4.892 0.0 0.0 0.0 0.000
H 1.115 2.022 -4.333 0.0 0.0 0.0 0.000
C -2.777 -0.708 -1.623 0.0 0.0 0.0 0.004
C -2.653 -1.601 -0.426 0.0 0.3 0.1 0.048
C -3.461 -2.695 -0.173 -0.1 0.0 0.1 0.004
C -2.964 -3.292 1.012 0.0 0.0 0.0 0.006
C -1.887 -2.522 1.414 -0.1 0.1 0.0 0.039
C -0.983 -2.829 2.569 0.0 0.1 0.0 0.014
N -1.691 -1.469 0.550 -0.3 0.2 0.4 -0.091
H -3.808 -0.730 -1.991 0.0 0.0 0.0 -0.001
H -2.129 -1.031 -2.448 0.0 0.0 0.0 0.002
H -2.519 0.321 -1.388 0.0 0.0 0.0 0.003
H -4.296 -3.021 -0.780 0.0 0.0 0.0 0.000
H -3.334 -4.176 1.513 0.0 0.0 0.0 0.000
H -1.076 -3.888 2.825 0.0 0.0 0.0 0.000
H -1.198 -2.237 3.459 0.0 0.1 0.0 0.003
H 0.058 -2.633 2.312 0.0 0.0 0.0 0.004
```
Forces are in eV/Å.

[2]
Entry from OMol25: a molecular structure, C38H39GeN2O3SW (ωB97M-V/def2-TZVPD).

ΔE to the lowest compared entry with this formula, charge and spin ... 0.0 kcal/mol
E ... -118322.3080 eV
Largest force on an atom ... 2.0 eV/Å
Charge ... +2
Kohn-Sham gap (spin up / spin down) ... 6.2 / 6.0 eV
Multiplicity ... 4

```
85
Properties=species:S:1:pos:R:3:forces:R:3:mulliken_spin:R:1
W -0.510 0.926 0.621 1.6 0.0 -0.9 2.595
O -0.899 0.455 2.393 -0.5 -0.2 -0.6 -0.007
C -0.471 0.885 3.568 1.9 0.3 0.3 0.021
C -1.296 0.771 4.620 -1.0 0.3 1.7 -0.021
C -0.824 1.088 5.883 -0.8 -0.3 0.4 0.021
C 0.477 1.460 6.166 0.0 0.0 0.5 0.000
C 1.335 1.595 5.106 0.0 0.4 -1.3 0.020
C 0.852 1.353 3.787 0.4 -0.1 0.0 0.044
C 1.740 1.618 2.676 -0.7 -0.4 1.1 0.036
N 1.411 1.443 1.450 -0.4 0.3 -0.7 -0.172
N 2.382 1.822 0.521 -0.1 0.0 0.7 0.015
C 1.975 1.552 -0.658 0.1 -0.8 -0.9 -0.007
O 0.826 0.919 -0.895 -0.9 0.5 0.6 0.025
C 2.829 1.778 -1.820 -0.3 0.3 0.7 -0.010
C 2.431 1.305 -3.049 1.5 0.4 -1.0 0.002
C 3.292 1.556 -4.127 -0.5 -0.3 -0.9 0.001
C 4.484 2.247 -4.002 -0.7 0.0 1.0 0.000
C 4.807 2.744 -2.744 0.3 0.1 -0.2 0.001
C 3.996 2.510 -1.654 0.3 0.1 -0.3 -0.002
H -2.334 0.505 4.475 0.0 -0.2 0.0 -0.003
H -1.532 1.007 6.690 -0.1 0.0 0.3 0.001
H 0.737 1.658 7.209 0.2 0.0 -0.5 0.000
H 2.355 1.977 5.200 -0.3 -0.2 0.1 0.000
H 2.716 1.992 2.909 0.5 0.2 -0.1 0.002
H 1.542 0.728 -3.157 -0.5 -0.1 -0.1 -0.005
H 3.036 1.261 -5.144 -0.2 -0.3 0.3 0.000
H 5.111 2.435 -4.850 0.2 0.0 -0.3 0.000
H 5.684 3.355 -2.648 0.3 0.1 0.2 0.000
H 4.259 2.907 -0.687 0.0 0.0 0.1 0.000
C -4.511 3.172 -4.082 -1.2 0.5 0.6 0.000
C -3.488 3.719 -3.135 1.3 0.7 0.2 0.002
C -3.292 3.015 -1.794 0.1 0.5 0.3 -0.003
S -2.321 1.538 -2.015 0.2 0.6 0.1 0.028
O -2.132 1.015 -0.558 -0.1 0.0 -0.2 0.247
C -3.462 0.404 -2.726 -0.2 -1.1 -0.4 0.006
C -4.157 -0.463 -1.694 -0.7 1.4 0.5 0.000
C -5.257 0.156 -0.817 0.5 -0.3 0.6 0.001
H -4.632 3.902 -4.883 -0.2 -0.3 -0.1 0.000
H -5.478 3.047 -3.554 0.3 0.1 -0.4 0.000
H -4.227 2.217 -4.466 0.1 -0.3 -0.7 0.000
H -3.707 4.751 -2.882 -0.3 0.2 0.1 0.000
H -2.530 3.807 -3.658 0.1 -0.1 0.1 -0.001
H -4.267 2.872 -1.327 0.1 -0.6 0.2 0.004
H -2.655 3.579 -1.075 -0.4 -0.1 -0.6 -0.002
H -2.883 -0.265 -3.402 -0.3 0.7 0.4 -0.002
H -4.198 0.945 -3.307 0.2 0.1 0.0 0.000
H -3.416 -0.845 -1.032 0.5 -0.9 0.3 0.002
H -4.609 -1.198 -2.306 -0.4 -1.3 -0.3 0.000
H -4.913 0.878 -0.074 0.3 -0.1 0.0 -0.001
H -5.724 -0.661 -0.263 0.0 0.1 0.0 0.000
H -6.046 0.643 -1.336 -0.6 0.4 -0.9 0.000
C -2.610 -3.610 -2.130 -0.3 -0.1 0.4 0.013
C -1.785 -2.602 -2.621 -0.4 -0.1 -1.0 0.009
C -0.769 -2.080 -1.844 -0.4 -0.6 -0.4 -0.048
C -0.609 -2.612 -0.567 -0.3 0.1 0.9 0.015
C -1.497 -3.544 -0.006 -0.2 -0.7 -0.3 0.073
C -2.489 -4.088 -0.821 -0.3 0.4 -0.2 -0.001
Ge 0.833 -2.213 0.549 0.7 1.0 0.2 0.167
C 0.886 -2.656 2.392 -0.9 1.0 0.1 0.025
C 2.101 -3.038 2.916 0.5 -0.5 -0.3 0.003
C 2.285 -3.106 4.271 0.1 0.1 0.6 0.000
C 1.296 -2.722 5.148 0.4 -0.1 0.8 0.001
C 0.092 -2.307 4.641 -1.9 0.0 0.3 -0.001
C -0.136 -2.264 3.284 0.4 -0.6 -0.8 -0.003
C 2.440 -1.475 -0.119 0.8 0.5 0.9 -0.074
C 2.824 -1.640 -1.446 0.1 -1.2 -1.3 0.034
C 4.175 -1.701 -1.798 -0.4 0.7 0.9 0.000
C 5.096 -1.433 -0.801 1.4 0.1 -0.7 0.008
C 4.773 -1.018 0.470 -0.9 0.1 0.2 -0.003
C 3.423 -1.025 0.809 0.2 -0.9 0.4 -0.004
H -3.406 -3.980 -2.774 0.2 -0.1 0.2 0.000
H -1.970 -2.290 -3.670 0.4 -0.1 0.9 0.000
H -0.115 -1.325 -2.247 0.2 0.2 0.1 -0.039
H -1.368 -3.917 1.026 0.0 0.3 -0.7 0.002
H -3.199 -4.830 -0.454 0.3 0.2 0.0 0.000
H 2.899 -3.336 2.263 0.3 -0.1 -0.2 -0.001
H 3.195 -3.463 4.684 0.8 -0.2 0.1 0.000
H 1.491 -2.777 6.227 -0.3 0.0 -0.5 0.000
H -0.800 -2.118 5.256 0.8 0.1 0.1 0.000
H -1.110 -1.979 2.914 0.0 0.1 0.0 -0.010
H 2.077 -1.888 -2.209 0.3 0.1 0.3 0.003
H 4.582 -1.908 -2.772 -0.5 -0.1 -0.3 0.000
H 6.151 -1.521 -1.062 -0.2 0.0 0.1 0.000
H 5.556 -0.765 1.183 -0.3 0.0 -0.1 0.000
H 3.176 -0.849 1.856 -0.2 0.1 -0.3 -0.010
```
Forces are in eV/Å.

[3]
Entry from OMol25: a molecular structure, C38H39IrN3OP (ωB97M-V/def2-TZVPD).

ΔE to the lowest compared entry with this formula, charge and spin ... 56.9 kcal/mol
E ... -58655.9702 eV
Largest force on an atom ... 3.4 eV/Å
Charge ... +3
Kohn-Sham gap (spin up / spin down) ... 5.6 / 2.8 eV
Multiplicity ... 2

```
83
Properties=species:S:1:pos:R:3:forces:R:3:mulliken_spin:R:1
Ir -0.396 -0.233 -0.642 -0.9 1.2 -0.5 0.462
C -2.027 3.520 1.168 0.2 0.5 0.5 0.024
C -1.086 3.511 2.327 -0.9 0.1 -1.0 0.105
C -0.926 4.638 3.137 0.6 1.3 1.5 0.091
C -0.040 4.642 4.201 -1.2 1.1 -0.9 0.106
C 0.702 3.502 4.488 0.5 0.0 0.6 0.229
C 0.573 2.375 3.692 -0.8 -1.1 -1.6 0.084
C -0.325 2.369 2.626 1.3 -1.1 0.8 0.171
P -0.481 0.806 1.701 1.3 -2.6 -1.7 0.103
C 1.220 0.158 1.913 -0.1 0.2 0.3 -0.006
C 2.138 0.838 1.097 -0.2 -0.1 0.5 0.040
C 3.482 0.545 1.169 0.1 0.0 0.0 0.005
C 3.920 -0.430 2.057 -0.1 0.0 0.0 0.005
C 3.012 -1.100 2.860 0.0 -0.1 -0.2 0.001
C 1.643 -0.850 2.790 0.1 0.5 -0.2 0.000
C 0.698 -1.616 3.656 -0.1 0.0 0.2 -0.009
C -1.796 -0.121 2.530 -0.5 -0.2 -0.6 -0.062
C -2.377 0.327 3.706 0.1 -0.1 -0.2 -0.007
C -3.536 -0.268 4.190 -0.3 -0.3 -0.3 -0.082
C -4.197 -1.234 3.423 0.1 0.6 0.7 0.037
C -3.656 -1.676 2.238 1.0 0.0 -0.5 -0.083
C -2.389 -1.210 1.798 -0.9 1.4 1.4 0.060
C -1.703 -1.836 0.735 1.7 0.3 -1.4 -0.376
H -2.570 4.459 1.115 0.0 0.0 0.0 0.003
H -2.748 2.706 1.256 0.0 -0.2 0.0 0.019
H -1.481 3.385 0.233 0.1 -0.2 -0.1 0.038
H -1.500 5.528 2.928 -0.1 0.1 -0.1 -0.001
H 0.081 5.527 4.808 0.0 0.1 0.0 0.008
H 1.378 3.477 5.328 0.1 0.1 0.2 -0.015
H 1.164 1.498 3.916 0.1 0.0 -0.1 0.038
H 1.783 1.623 0.437 0.1 0.0 -0.1 -0.017
H 4.188 1.071 0.546 0.1 0.1 -0.1 0.000
H 4.972 -0.671 2.122 0.1 0.0 0.0 0.000
H 3.362 -1.849 3.553 0.1 -0.1 0.1 0.000
H 1.246 -2.245 4.352 0.0 0.0 0.0 0.000
H 0.050 -2.260 3.061 0.0 -0.1 0.0 0.004
H 0.059 -0.946 4.234 0.0 -0.1 0.1 0.000
H -1.929 1.143 4.253 0.0 0.1 0.1 0.005
H -3.947 0.052 5.134 -0.1 0.0 0.1 -0.001
H -5.139 -1.630 3.769 -0.1 -0.1 0.0 -0.001
H -4.168 -2.435 1.664 0.0 -0.1 -0.1 0.000
H -2.236 -2.618 0.212 0.0 0.1 -0.4 -0.019
H -0.639 -2.032 0.896 -0.3 -0.4 0.2 0.033
C -4.718 3.728 -3.454 -0.3 0.2 -0.1 0.000
C -3.706 2.831 -2.861 0.5 -0.4 0.2 -0.001
C -2.373 2.828 -3.280 -0.3 -0.1 0.2 0.000
C -1.461 1.982 -2.681 0.4 -0.1 0.0 -0.013
N -1.792 1.142 -1.690 0.3 -1.1 1.5 0.001
C -3.073 1.133 -1.280 -0.3 0.0 0.1 0.008
C -4.039 1.942 -1.832 0.2 0.1 -0.2 -0.005
H -4.305 4.326 -4.261 0.0 0.0 0.0 0.000
H -5.115 4.393 -2.686 0.0 0.1 0.0 0.000
H -5.567 3.156 -3.829 0.0 0.0 -0.1 0.000
H -2.056 3.483 -4.075 0.1 0.0 -0.1 0.000
H -0.429 1.974 -3.006 0.0 -0.1 0.0 -0.004
H -3.321 0.450 -0.477 0.1 0.0 -0.1 0.001
H -5.055 1.893 -1.474 -0.1 -0.1 0.1 -0.001
C 3.591 -4.078 -3.702 0.1 -0.6 -0.7 0.000
N 3.356 -3.375 -2.477 1.1 0.0 0.4 0.002
N 2.301 -2.550 -2.266 -0.9 0.3 1.0 0.000
C 2.252 -2.225 -0.916 0.6 -1.2 -0.5 -0.004
O 1.368 -1.491 -0.419 -1.2 1.1 1.1 0.021
C 3.339 -2.896 -0.311 -0.3 0.2 -0.3 0.001
C 3.994 -3.595 -1.304 -0.7 0.6 -0.2 0.000
C 5.190 -4.449 -1.212 0.2 -0.3 -0.1 0.000
C 1.506 -1.885 -3.222 0.2 0.4 -0.3 -0.003
C 0.122 -1.836 -2.991 0.0 0.0 0.2 0.007
C -0.681 -1.090 -3.847 0.0 0.0 0.0 -0.004
C -0.112 -0.386 -4.900 0.0 0.1 0.1 0.002
C 1.256 -0.442 -5.118 -0.3 0.0 0.0 -0.002
C 2.074 -1.190 -4.285 -0.1 -0.2 0.3 0.001
H 2.868 -3.764 -4.451 0.1 0.0 0.0 0.000
H 3.484 -5.155 -3.541 -0.1 0.1 -0.1 0.000
H 4.607 -3.901 -4.065 -0.2 0.1 0.0 0.000
H 3.579 -2.876 0.732 0.1 0.0 0.1 0.000
H 5.557 -4.461 -0.191 0.0 0.0 0.0 0.000
H 5.981 -4.075 -1.863 0.0 0.0 0.0 0.000
H 4.971 -5.472 -1.519 0.0 0.0 0.0 0.000
H -0.314 -2.498 -2.249 0.0 0.0 0.0 0.001
H -1.753 -1.104 -3.709 -0.1 0.0 0.0 -0.001
H -0.736 0.199 -5.558 -0.1 0.0 -0.1 0.000
H 1.694 0.111 -5.934 0.1 0.0 -0.1 0.000
H 3.137 -1.216 -4.472 0.1 0.0 0.1 0.000
```
Forces are in eV/Å.

> The highest multiplicity belongs to which entry?

C38H39F2FeN7O

> The lowest E belongs to which entry?

C38H39GeN2O3SW